# 1
Density functional theory data (ωB97M-V/def2-TZVPD) for C3H3O3 as an isolated structure.

```
! RIJCOSX wB97M-V def2-TZVPD def2/J DEFGRID3
* xyz -1 1
C 0.9456 0.2479 -0.4498
C -0.0698 -0.2875 0.1916
C 2.8430 -0.0585 -0.1406
O 3.4467 0.8917 0.3601
O 3.1811 -1.1465 -0.5535
O -1.3911 -0.4273 -0.2432
H 1.0156 0.4846 -1.4603
H -0.0160 -0.4338 1.1838
H -1.5031 0.0355 -1.0768
*
```

Relative energy (zero: lowest compared OMol25 entry of this formula, charge and spin) = 49.9 kcal per mole
E_HOMO = -3.77 eV
LUMO energy = 3.83 eV

# 2
Density functional theory data (ωB97M-V/def2-TZVPD) for one molecule with the formula C2H4N4O2.

```
! RIJCOSX wB97M-V def2-TZVPD def2/J DEFGRID3
* xyz 0 1
C -1.4726 0.6044 1.2175
O -0.9433 0.1169 -0.0182
N 0.4045 0.1163 -0.1109
N 0.6909 0.5861 -1.2548
N 1.6171 -0.1797 -1.8368
N 1.7586 -1.2601 -1.1729
C 0.9216 -1.3135 -0.2363
O 0.5941 -2.3637 0.2867
H -1.3360 1.8049 1.3613
H -0.6898 0.2546 2.0871
H -2.6293 0.1905 1.0846
H 1.0842 1.4431 -1.4073
*
```

Relative energy (zero: lowest compared OMol25 entry of this formula, charge and spin) = 136.1 kcal per mole
E_HOMO = -9.94 eV
LUMO energy = -0.69 eV

# 3
Density functional theory data (ωB97M-V/def2-TZVPD) for one molecule with the formula C23H27N3O5S.

```
! RIJCOSX wB97M-V def2-TZVPD def2/J DEFGRID3
* xyz 0 1
C -6.6666 -1.2545 -1.5496
C -6.8300 -0.4707 -0.2869
C -8.0979 -0.2112 0.2191
C -8.2781 0.4808 1.4021
C -7.1773 0.9279 2.1122
C -5.9068 0.6929 1.6235
C -5.7277 0.0096 0.4257
N -4.4119 -0.2135 -0.0430
C -3.3932 -0.7579 0.8325
C -2.2561 -1.1509 -0.1165
C -0.8829 -0.9679 0.5218
O -0.7120 -0.4020 1.5750
N 0.1127 -1.4841 -0.2571
C 1.4907 -1.4796 -0.0334
C 2.0582 -1.0241 1.1568
C 3.4317 -1.0481 1.3113
C 4.2350 -1.5139 0.2884
S 6.0108 -1.4565 0.4852
O 6.6154 -1.9535 -0.7176
O 6.3543 -2.0384 1.7490
N 6.2631 0.1805 0.6151
C 6.7467 0.9479 -0.5068
C 5.8339 2.1560 -0.7967
C 4.4072 1.7319 -1.1976
C 3.5058 2.5501 -0.2713
C 4.4351 2.8048 0.9142
O 5.7164 2.9870 0.3479
C 3.6851 -1.9773 -0.8913
C 2.3132 -1.9642 -1.0525
C -2.4551 -0.1997 -1.3031
C -3.9357 0.1780 -1.2468
O -4.5482 0.7416 -2.1227
H -7.5968 -1.7498 -1.8157
H -5.8834 -2.0041 -1.4408
H -6.3762 -0.5901 -2.3633
H -8.9591 -0.5700 -0.3257
H -9.2751 0.6656 1.7728
H -7.3060 1.4642 3.0402
H -5.0455 1.0519 2.1659
H -3.0245 -0.0097 1.5451
H -3.7905 -1.6061 1.3943
H -2.3718 -2.1896 -0.4403
H -0.1653 -1.8970 -1.1372
H 1.4222 -0.6568 1.9443
H 3.8921 -0.7138 2.2267
H 6.6151 0.4580 1.5147
H 6.7631 0.2790 -1.3697
H 7.7636 1.3085 -0.3232
H 6.3150 2.7595 -1.5766
H 4.2113 1.9289 -2.2493
H 4.2798 0.6667 -1.0091
H 2.6023 2.0184 0.0180
H 3.2331 3.4962 -0.7395
H 4.1953 3.7083 1.4767
H 4.4325 1.9404 1.5926
H 4.3437 -2.3384 -1.6649
H 1.8737 -2.3267 -1.9708
H -1.8743 0.7177 -1.1802
H -2.2100 -0.6321 -2.2718
*
```

Relative energy (zero: lowest compared OMol25 entry of this formula, charge and spin) = 47.4 kcal per mole
E_HOMO = -8.95 eV
LUMO energy = 0.23 eV

# 4
Density functional theory data (ωB97M-V/def2-TZVPD) for one molecule with the formula C2ClN3O.

```
! RIJCOSX wB97M-V def2-TZVPD def2/J DEFGRID3
* xyz 0 1
C 0.8601 -0.1770 -0.8034
C -0.6427 -0.4191 0.9942
N 0.0239 0.6686 -1.0891
N -1.4128 0.3382 0.4349
N -1.1689 0.8873 -0.7828
O -0.1273 -1.1265 1.7563
Cl 2.4677 -0.1716 -0.5100
*
```

Relative energy (zero: lowest compared OMol25 entry of this formula, charge and spin) = 49.9 kcal per mole
E_HOMO = -9.04 eV
LUMO energy = -1.62 eV

# 5
Density functional theory data (ωB97M-V/def2-TZVPD) for C28H31CaN3O2 as an isolated structure.

```
! RIJCOSX wB97M-V def2-TZVPD def2/J DEFGRID3
* xyz 0 1
C -3.0767 -0.2846 -1.8936
C -3.0034 1.0559 -2.7522
H -3.7457 -0.9318 -2.4619
H -3.5497 -0.0923 -0.9214
H -2.1739 -0.9313 -1.7869
H -2.2819 0.9954 -3.5857
H -3.9968 1.2049 -3.1988
H -2.8447 1.9773 -2.1479
C 0.0447 -2.5436 -1.8581
C 0.9842 -3.5754 -1.8813
C 2.2856 -3.2832 -2.2883
C 2.5769 -1.9747 -2.6545
H -0.9654 -2.7372 -1.4859
H 0.6868 -4.5714 -1.5608
H 3.0587 -4.0485 -2.3128
H 3.5873 -1.6833 -2.9039
N 0.3116 -1.2902 -2.2636
C 1.5711 -0.9944 -2.6765
C 1.8588 0.3973 -3.1219
N 0.9154 1.3514 -2.9114
C 1.1525 2.6310 -3.2671
C 3.3186 2.0628 -4.1229
C 2.3424 3.0317 -3.8831
H 0.3608 3.3434 -3.0216
H 2.4680 4.0777 -4.1467
C 3.0748 0.7444 -3.7392
H 3.8127 -0.0307 -3.9072
H 4.2606 2.3260 -4.5950
Ca -1.0992 0.8281 -1.6187
C -1.3335 3.3217 -1.3514
H -1.5108 3.9071 -2.2565
H -0.3093 3.4529 -0.9948
H -2.0285 3.5976 -0.5574
C 2.8054 1.2986 2.2779
C 2.2303 -0.0826 2.1202
C 2.8298 -0.9946 1.2505
C 2.3124 -2.2804 1.0923
C 1.1147 -2.6138 1.7104
C 0.4629 -1.6678 2.5094
N -0.8148 -1.9837 2.9648
C -1.9056 -1.1296 3.0916
C -2.8966 -1.4206 4.0443
C -3.8479 -0.4509 4.3678
C -3.8352 0.7964 3.7273
C -2.9246 1.0459 2.7053
C -2.0223 0.0508 2.3287
C -1.2894 0.1755 1.0447
O -0.9037 1.3470 0.6931
O -1.1369 -0.8496 0.3059
C 1.0888 -0.4505 2.8423
C 0.5609 0.4669 3.8999
H 2.0730 2.0676 1.9881
H 3.1059 1.4987 3.3167
H 3.6901 1.4147 1.6429
H 3.7279 -0.6866 0.7080
H 2.8295 -3.0102 0.4778
H 0.6314 -3.5733 1.5305
H -1.0189 -2.9659 3.1132
H -2.8842 -2.3954 4.5379
H -4.5940 -0.6682 5.1288
H -4.5524 1.5678 4.0026
H -2.8947 1.9941 2.1684
H 0.0381 1.3258 3.4518
H -0.1229 -0.0347 4.5915
H 1.3909 0.8744 4.4941
*
```

E_HOMO = -5.99 eV
LUMO energy = -0.57 eV

# 6
Density functional theory data (ωB97M-V/def2-TZVPD) for a 8-piece molecular cluster, C19H51N3O8S5 overall.

```
! RIJCOSX wB97M-V def2-TZVPD def2/J DEFGRID3
* xyz 0 1
C -1.5101 -4.5622 20.1013
C -0.6973 -5.7941 20.4070
O -1.1032 -6.5483 21.2573
N 0.4146 -5.9967 19.6690
C 1.3545 -7.0954 19.7581
H -2.1623 -4.2574 20.9198
H -2.1536 -4.8198 19.2601
H -0.8767 -3.6976 19.9028
H 0.7600 -5.2182 19.1261
H 1.0760 -7.9760 20.3370
H 2.3167 -6.7422 20.1289
H 1.7006 -7.4285 18.7797
C -8.4422 -5.5326 24.4594
C -9.9396 -5.4630 24.5948
O -10.4997 -4.6657 25.3076
N -10.5535 -6.3666 23.8038
C -12.0426 -6.2816 23.7600
H -8.2318 -4.8538 23.6329
H -8.1651 -6.5732 24.2912
H -7.9201 -5.2120 25.3609
H -10.0461 -7.0322 23.2385
H -12.4139 -5.6789 22.9311
H -12.5035 -5.8702 24.6580
H -12.4617 -7.2849 23.6837
C -2.1337 -0.3316 15.0821
C -3.2758 -0.5861 16.0185
O -3.2126 -1.4517 16.8610
N -4.3627 -0.0067 15.7540
C -5.6137 -0.1717 16.4003
H -1.2988 0.0456 15.6726
H -2.2952 0.4514 14.3411
H -1.7838 -1.2283 14.5706
H -4.2416 0.5421 14.9149
H -5.4916 -0.9383 17.1655
H -6.3851 -0.6677 15.8112
H -5.9515 0.7602 16.8538
C -9.0064 -7.2171 20.5467
S -7.8530 -6.9286 19.1606
O -6.5402 -7.6830 19.4504
C -8.7901 -7.8732 17.8863
H -9.1336 -8.2876 20.7076
H -9.9220 -6.6996 20.2603
H -8.6690 -6.7286 21.4609
H -8.3059 -7.9542 16.9131
H -9.8191 -7.5141 17.8705
H -8.8513 -8.8716 18.3195
C -2.7903 -1.1164 20.1102
S -3.6197 0.5916 20.0198
O -3.7741 1.1115 21.4518
C -2.0877 1.4424 19.5141
H -2.9906 -1.7798 19.2689
H -3.2325 -1.5763 20.9940
H -1.7399 -1.0056 20.3794
H -2.3302 2.4658 19.2278
H -1.8343 1.0284 18.5381
H -1.2066 1.3357 20.1469
C -5.3950 -4.9314 21.1932
S -6.6127 -3.7014 20.5665
O -6.5946 -2.5307 21.5824
C -5.6795 -3.1581 19.0551
H -5.2472 -5.6691 20.4046
H -5.8210 -5.3413 22.1090
H -4.5085 -4.4145 21.5607
H -5.2732 -4.0212 18.5278
H -4.8149 -2.5533 19.3286
H -6.3983 -2.6761 18.3925
C -3.6368 -0.0807 24.4503
S -4.2323 -1.4438 25.5204
O -5.5557 -1.0887 26.1760
C -4.6540 -2.7027 24.2612
H -2.8723 -0.4010 23.7425
H -3.1455 0.6602 25.0810
H -4.4627 0.3644 23.8955
H -3.9308 -3.0713 23.5337
H -5.5602 -2.3974 23.7381
H -4.8197 -3.6081 24.8450
C -5.4035 -8.2555 23.2492
S -4.6901 -6.8880 24.2426
O -5.6178 -6.8807 25.4255
C -3.1743 -7.6931 24.8687
H -6.3920 -7.9680 22.8909
H -5.6192 -9.1477 23.8371
H -4.7242 -8.4399 22.4169
H -3.2987 -8.5429 25.5399
H -2.7375 -6.8770 25.4443
H -2.5735 -7.9339 23.9916
*
```

Relative energy (zero: lowest compared OMol25 entry of this formula, charge and spin) = 8.4 kcal per mole
E_HOMO = -7.87 eV
LUMO energy = 0.10 eV

# 7
Density functional theory data (ωB97M-V/def2-TZVPD) for a 2-piece molecular cluster, C4H8O overall.

```
! RIJCOSX wB97M-V def2-TZVPD def2/J DEFGRID3
* xyz 0 1
C -0.7573 -1.0892 -0.5223
C 0.2859 -0.3398 -0.8693
C 1.5844 -0.3051 -0.1274
H -1.6596 -1.1300 -1.1246
H -0.7083 -1.7448 0.3454
H 0.2272 0.3031 -1.7495
H 1.9219 0.7171 0.0437
H 1.5325 -0.7922 0.8474
H 2.3624 -0.8092 -0.7062
C -1.1913 1.2881 0.9594
O -0.1994 1.5995 1.5638
H -1.9521 0.5935 1.3723
H -1.4464 1.7090 -0.0327
*
```

Relative energy (zero: lowest compared OMol25 entry of this formula, charge and spin) = 37.8 kcal per mole
E_HOMO = -9.82 eV
LUMO energy = 1.05 eV

# 8
Density functional theory data (ωB97M-V/def2-TZVPD) for C44H54BCeClN8O5S5 as an isolated structure.

```
! RIJCOSX wB97M-V def2-TZVPD def2/J DEFGRID3
* xyz 2 1
Ce -2.6989 0.7733 -0.2559
C -0.2194 -1.7256 -4.9866
C 0.9154 -1.6661 -4.0059
C 2.1916 -2.1280 -4.2304
C 3.2262 -1.9837 -3.2730
N 2.9823 -1.4581 -2.0790
N 1.7533 -1.0189 -1.8872
B 1.0215 -0.2849 -0.6743
N 1.7271 0.9876 -0.2065
N 2.9652 0.5762 0.1655
C 3.8227 1.4648 0.5649
C 3.4559 2.8362 0.6037
C 2.2162 3.2469 0.2479
C 1.8184 4.6923 0.3037
C 1.2747 2.2501 -0.1740
S -0.3089 2.7278 -0.6042
C 5.2203 1.0128 0.9535
C 6.2091 1.6200 -0.0582
C 5.3356 -0.5096 0.9255
C 5.5343 1.5255 2.3669
N 0.7498 -1.3042 0.4872
N 1.0377 -2.5822 0.1547
C 0.9171 -3.5157 1.0649
C 0.6003 -3.1768 2.3989
C 0.2350 -1.9105 2.7151
C -0.2314 -1.5365 4.0910
C 0.2177 -0.9521 1.6635
S -0.5152 0.5910 1.8731
C 1.0871 -4.9589 0.5940
C -0.0409 -5.2593 -0.4096
C 2.4374 -5.1059 -0.1006
C 0.9938 -5.9350 1.7672
C 0.7677 -1.0673 -2.7612
S -0.4284 -0.0252 -2.0064
C 4.6963 -2.2984 -3.5725
C 4.8589 -2.9594 -4.9396
C 5.2839 -3.2209 -2.4957
C 5.4575 -0.9613 -3.5558
H 0.1175 -2.0706 -5.9610
H -0.6781 -0.7402 -5.1033
H -0.9964 -2.4059 -4.6282
H 2.4251 -2.5699 -5.1926
H 4.1812 3.5703 0.9330
H 2.6555 5.3032 0.6368
H 0.9783 4.8314 0.9881
H 1.4874 5.0425 -0.6761
H 5.9837 1.2890 -1.0771
H 7.2249 1.3031 0.1863
H 6.1898 2.7144 -0.0436
H 5.0477 -0.9196 -0.0466
H 4.6908 -0.9701 1.6805
H 6.3687 -0.7892 1.1370
H 5.5232 2.6171 2.4277
H 6.5318 1.1932 2.6585
H 4.8199 1.1340 3.0971
H 0.5948 -3.9436 3.1647
H -0.0668 -2.3578 4.7863
H -1.2981 -1.2972 4.0712
H 0.2837 -0.6462 4.4549
H 0.0438 -4.6162 -1.2910
H -1.0268 -5.0941 0.0387
H 0.0188 -6.3022 -0.7306
H 2.5225 -4.3913 -0.9170
H 2.5357 -6.1183 -0.5040
H 3.2667 -4.9321 0.5947
H 0.0129 -5.9015 2.2526
H 1.7659 -5.7477 2.5204
H 1.1393 -6.9507 1.3964
H 4.3089 -3.9037 -5.0076
H 5.9143 -3.1852 -5.0962
H 4.5432 -2.3052 -5.7585
H 4.8156 -4.2067 -2.5251
H 5.1532 -2.8020 -1.4946
H 6.3532 -3.3511 -2.6803
H 5.0497 -0.2624 -4.2927
H 6.5083 -1.1353 -3.7985
H 5.4021 -0.4948 -2.5674
O -5.5510 0.2737 -3.0779
Cl -4.5530 0.2309 -2.0985
O -4.9638 0.9492 -0.8559
O -4.1423 -1.0746 -1.6543
O -3.3111 0.9215 -2.5193
O -3.0287 3.0338 -0.8680
S -4.4688 3.5984 -0.6991
C -4.3371 5.3418 -0.7490
C -3.1622 5.9785 -0.3723
C -3.1224 7.3586 -0.4396
C -4.2392 8.0718 -0.8730
C -5.4039 7.4143 -1.2511
C -5.4573 6.0270 -1.2063
C -4.6559 3.3826 1.0733
C -5.9146 3.5014 1.6485
C -6.0392 3.3412 3.0196
C -4.9231 3.0413 3.7974
C -3.6716 2.9217 3.2113
C -3.5254 3.0991 1.8384
H -2.2993 5.4049 -0.0467
H -2.2193 7.8843 -0.1539
H -4.1942 9.1528 -0.9260
H -6.2620 7.9765 -1.5974
H -6.3478 5.4940 -1.5251
H -6.7843 3.7206 1.0372
H -7.0126 3.4439 3.4835
H -5.0321 2.9118 4.8664
H -2.7987 2.7161 3.8184
H -2.5318 3.1272 1.4000
C -5.9186 -3.4341 3.6220
C -5.3012 -2.3302 2.8267
C -5.8746 -1.0476 2.7655
C -5.1948 -0.0920 2.0767
N -4.0285 -0.3629 1.4528
C -3.6205 -1.6463 1.4404
S -2.2952 -1.9924 0.3900
N -4.1884 -2.6165 2.1489
H -6.5795 -3.0534 4.3984
H -5.1407 -4.0556 4.0621
H -6.5062 -4.0704 2.9534
H -6.8074 -0.8170 3.2634
H -5.5502 0.9269 2.0215
*
```

Relative energy (zero: lowest compared OMol25 entry of this formula, charge and spin) = 0.0 kcal per mole
E_HOMO (alpha / beta) = -12.84 / -12.84 eV
LUMO energy (alpha / beta) = -6.99 / -6.94 eV

# 9
Density functional theory data (ωB97M-V/def2-TZVPD) for one molecule with the formula CH2BrN2OP.

```
! RIJCOSX wB97M-V def2-TZVPD def2/J DEFGRID3
* xyz 0 1
Br 3.0647 0.8846 2.3397
P 2.4136 -1.0562 1.1855
N 0.8136 -1.2457 2.0189
N -0.1095 -0.8347 1.4060
C 0.1775 -0.3238 0.1518
O 1.5778 -0.4714 -0.1262
H -0.4298 -0.6110 -0.6603
H 0.0579 0.7422 0.3992
*
```

Relative energy (zero: lowest compared OMol25 entry of this formula, charge and spin) = 8.7 kcal per mole
E_HOMO = -9.45 eV
LUMO energy = -0.36 eV

# 10
Density functional theory data (ωB97M-V/def2-TZVPD) for C20H12BCo2F3O7 as an isolated structure.

```
! RIJCOSX wB97M-V def2-TZVPD def2/J DEFGRID3
* xyz 0 1
C 5.0918 -0.3397 -2.5297
C 3.8658 0.0280 -1.8100
C 3.4953 1.3910 -1.7029
C 2.1466 1.3945 -1.3281
C 1.7264 0.0024 -1.0950
B 0.3742 -1.0309 -2.1128
F -0.7914 -0.2972 -2.0683
F 1.1109 -1.0010 -3.2810
F 0.3631 -2.2777 -1.5681
O 2.8942 -0.8265 -1.3058
H 5.8078 0.4674 -2.2715
H 5.5011 -1.3186 -2.2882
H 4.9347 -0.2543 -3.6161
H 4.1242 2.2882 -1.9363
H 1.5748 2.3157 -1.0830
O -3.4624 -1.2539 1.6893
C -2.8371 -0.2471 1.6643
Co -1.9597 1.2953 1.4751
C -3.4936 2.2496 1.3217
O -4.4917 2.7231 1.6858
C -1.6016 1.6382 3.2124
O -1.6024 1.8913 4.3363
C -0.9681 1.9073 0.0582
C -0.4476 0.7501 0.5198
C 0.6746 -0.0925 0.5195
C 0.3704 -1.3361 1.2768
C 1.1505 -1.7564 2.3742
C 0.6790 -2.7723 3.2230
C -0.4678 -3.4904 2.8632
C -1.1620 -3.1790 1.6888
C -0.7809 -2.0555 0.9645
Co -2.6650 2.1593 -0.8303
C -1.7826 2.6528 -2.2963
O -1.1572 2.9398 -3.2290
C -4.1492 2.9483 -1.3400
O -5.1860 3.3595 -1.6839
C -3.2720 0.4328 -0.9995
O -3.7956 -0.5866 -1.2313
H -0.3523 2.8233 0.0383
H 1.5908 0.4054 0.8820
H 2.0257 -1.1608 2.6489
H 1.1868 -3.0093 4.1828
H -0.7945 -4.3546 3.4329
H -2.0764 -3.7112 1.4190
H -1.3917 -1.7119 0.1301
*
```

Relative energy (zero: lowest compared OMol25 entry of this formula, charge and spin) = 0.8 kcal per mole
E_HOMO = -7.86 eV
LUMO energy = -1.66 eV

# 11
Density functional theory data (ωB97M-V/def2-TZVPD) for C5H7BrNS as an isolated structure.

```
! RIJCOSX wB97M-V def2-TZVPD def2/J DEFGRID3
* xyz 1 1
C -0.6137 1.8347 -0.2584
C 1.9989 1.6492 0.2596
C -0.2700 0.5099 -0.2854
C 1.7236 0.3805 -0.0601
C -1.0135 -0.7663 -0.6024
N -0.9452 -1.7762 0.5470
S 0.7521 2.8728 0.1440
Br 2.4769 -1.3511 -0.0790
H -1.5943 2.2529 -0.3287
H 2.8434 2.2403 0.4190
H -2.1407 -0.5014 -0.8821
H -0.5775 -1.3405 -1.5122
H -1.7124 -1.5653 1.2822
H 0.0364 -1.7013 1.0389
H -0.9640 -2.7381 0.3176
*
```

Relative energy (zero: lowest compared OMol25 entry of this formula, charge and spin) = 53.1 kcal per mole
E_HOMO = -12.33 eV
LUMO energy = -3.74 eV

DFT total energy: -341.8242; -447.8855; -1831.3367; -775.7347; -2077.9469; -3511.4562; -232.3854; -5473.8193; -3139.4093; -4385.9487; -3221.3089 (Ha)